1.
{
  "formula": "CH7N3O",
  "method": "wB97M-V/def2-TZVPD",
  "de_lowest_ev": 5.9214,
  "lumo_ev": -0.85,
  "smiles": "NCN=O.N",
  "homo_energy_ev": -9.54,
  "elements": ["O", "N", "N", "N", "C", "H", "H", "H", "H", "H", "H", "H"],
  "xyz": [[0.846569, 0.517303, 1.207338], [-0.755280, 1.477981, -0.745973], [1.088679, -3.002634, -0.639260], [-0.098734, 1.521456, 1.544525], [-0.940022, 1.959704, 0.547370], [-1.001069, 3.015419, 0.594217], [-1.881739, 1.415401, 0.955139], [2.030293, -2.630319, -0.167301], [-0.840899, 2.238269, -1.442192], [0.023066, 0.720882, -0.985619], [0.369424, -3.253135, 0.068676], [1.159711, -3.980328, -0.936920]],
  "forces_ev_per_angstrom": [[-5.9, 6.0, 1.3], [1.8, -1.1, -3.3], [1.0, -0.2, 1.5], [6.6, -5.8, 0.6], [-0.9, -2.8, -0.8], [-0.5, 1.1, 0.4], [0.6, 1.2, 0.1], [-3.0, -1.6, -1.1], [0.4, -1.1, 0.5], [-2.2, 2.5, 1.2], [0.8, 1.4, 0.2], [1.2, 0.4, -0.6]]
}


2.
{
  "formula": "CH7N3O",
  "method": "wB97M-V/def2-TZVPD",
  "de_lowest_ev": 4.2135,
  "lumo_ev": 0.87,
  "smiles": "NN(N)CO",
  "homo_energy_ev": -9.74,
  "elements": ["O", "N", "N", "N", "C", "H", "H", "H", "H", "H", "H", "H"],
  "xyz": [[1.702375, 1.330985, -0.181818], [-0.062320, 0.044412, -0.350803], [-1.163430, 0.788662, 0.151431], [-0.294873, -1.344947, -0.556914], [1.190614, 0.259971, 0.497920], [-1.910236, 0.790702, -0.535322], [0.923879, 0.509161, 1.538011], [1.801531, -0.652571, 0.410066], [-1.510409, 0.399853, 1.029728], [-0.646962, -1.789431, 0.292856], [0.958707, 1.128011, -1.007401], [-0.988877, -1.464808, -1.287754]],
  "forces_ev_per_angstrom": [[-1.3, 0.4, -2.8], [-0.1, -1.3, 0.8], [0.1, 0.0, 0.3], [-0.1, -0.2, 0.1], [-1.5, -0.4, -0.6], [0.2, 0.0, 0.0], [0.1, -0.2, -0.2], [-0.3, 0.2, 0.2], [0.0, -0.1, -0.2], [-0.1, 0.1, -0.1], [2.9, 1.4, 2.1], [0.1, 0.1, 0.1]]
}


3.
{
  "formula": "CH7N3O3P",
  "method": "wB97M-V/def2-TZVPD",
  "de_lowest_ev": 3.4377,
  "charge": 1,
  "lumo_ev": -2.96,
  "smiles": "NC(N)=[NH+]OP(O)O",
  "homo_energy_ev": -13.20,
  "elements": ["P", "O", "O", "O", "N", "N", "N", "C", "H", "H", "H", "H", "H", "H", "H"],
  "xyz": [[-2.822103, 0.253720, -0.559097], [-0.932531, -0.212783, 0.304976], [-3.412846, 0.796701, 0.782931], [-3.641602, -1.091762, -0.707422], [0.115786, 0.264696, -0.507297], [1.480376, -0.515274, 1.107775], [2.447888, 0.575385, -0.713823], [1.361555, 0.205324, -0.009552], [-2.922297, 1.409179, 1.282680], [2.328750, 0.755759, -1.684171], [2.415809, -0.995099, 1.282726], [0.642784, -0.934331, 1.491836], [-4.245373, -1.456996, -0.047596], [-0.284869, 0.827582, -1.150723], [3.386561, 0.451765, -0.244273]],
  "forces_ev_per_angstrom": [[1.5, -1.0, -0.2], [-0.9, 0.2, -0.5], [-1.4, -1.3, -0.2], [0.5, 0.4, -0.3], [0.5, -1.9, 3.1], [2.4, -0.6, 0.5], [0.8, -0.1, 2.0], [-1.1, -1.7, -0.8], [1.1, 1.4, 1.0], [0.4, 0.3, -0.5], [-2.1, 1.0, -0.2], [0.1, 0.2, -0.1], [0.1, 0.1, 0.3], [-0.3, 2.6, -2.8], [-1.7, 0.4, -1.3]]
}


4.
{
  "formula": "CH7N4OS",
  "method": "wB97M-V/def2-TZVPD",
  "de_lowest_ev": 1.2236,
  "charge": 1,
  "lumo_ev": -4.55,
  "homo_energy_ev": -12.87,
  "elements": ["S", "O", "N", "N", "N", "N", "C", "H", "H", "H", "H", "H", "H", "H"],
  "xyz": [[-0.384264, 0.244044, 0.835662], [1.362166, 2.086095, 2.376245], [-1.501582, -1.899383, -2.072430], [-1.335161, -0.230974, -0.494105], [0.342334, -1.716841, -0.669335], [0.765445, -0.876434, 0.304953], [-0.795822, -1.387646, -1.112831], [1.635769, 2.665525, 1.678524], [1.231573, -1.407104, 1.027342], [-2.344709, -1.264121, -2.248192], [-0.890038, -2.389775, -2.778027], [1.684233, 2.485820, 3.307185], [0.103372, 1.305658, 0.296450], [-2.400577, -0.276511, -0.456384]],
  "forces_ev_per_angstrom": [[-1.7, -2.0, -0.2], [0.4, 0.2, 3.4], [-1.8, -0.2, -2.5], [-2.6, 0.4, 0.7], [-0.2, -1.2, -1.4], [1.7, 0.5, 1.3], [2.0, 1.7, 2.2], [0.6, 0.9, -0.2], [-0.1, 0.2, 0.5], [1.8, -2.0, -1.0], [-1.8, 0.8, 0.6], [-1.0, -1.2, -3.5], [0.8, 1.6, -0.8], [2.0, 0.5, 0.7]]
}